[1]
50
Properties=species:S:1:pos:R:3:forces:R:3 method="wB97M-V/def2-TZVPD" total_charge=0 homo_ev=-8.2 e_lumo_ev=0.18 relative_energy_kj_mol=19.2
O 3.027 -0.670 -5.247 -0.0733 0.2240 -0.4773
O 0.252 -0.657 -3.907 -0.1344 0.0724 0.0498
H -0.141 -2.518 -3.067 -0.0493 0.0326 -0.1331
H 3.505 -1.368 -3.430 -0.1489 -0.0247 -0.0435
C 2.140 -2.763 -4.385 -0.4695 0.3572 -0.0999
C -0.196 -2.003 -4.035 -0.2644 -0.4585 -0.2125
H 0.341 -1.081 -6.063 0.0135 -0.0880 -0.0453
C -0.337 0.970 1.123 0.1066 -0.1770 -0.0095
C 2.624 -1.332 -4.080 -0.2495 -0.3294 0.5952
H 2.048 -3.322 -3.449 -0.0732 0.0904 -0.0479
H -0.188 1.061 -2.264 -0.0248 0.0199 -0.0673
C -1.665 -1.962 -4.486 0.4121 0.5139 0.1179
H 3.340 -2.887 -5.896 -0.0045 -0.0543 0.1352
C 0.739 -2.683 -5.042 0.1796 -0.2441 0.8285
C -0.977 1.673 2.247 0.1543 -0.1503 -0.0943
H 2.366 -0.846 -5.939 0.1510 0.0383 0.1952
C 0.520 -0.115 1.343 -0.2900 0.4426 -0.7493
H -3.370 3.855 8.184 0.1315 -0.0541 -0.0217
C 1.130 -0.762 0.273 0.0030 -0.0356 0.0280
O 0.773 -1.929 -6.242 0.0000 0.2120 -0.4098
C -2.872 2.831 6.023 0.0005 0.0404 0.1641
O 3.060 -3.461 -5.170 0.2726 -0.1220 -0.3398
H -1.241 2.207 -0.347 -0.0518 0.0637 -0.0113
H -2.219 -1.327 -3.793 0.0776 0.0163 -0.0873
C -0.571 1.375 -0.193 0.1352 -0.1196 0.1528
O -2.269 -3.223 -4.438 -0.0159 -0.5175 -0.0356
H -3.893 3.186 6.071 -0.0902 0.0263 0.0027
H -0.080 2.660 7.907 0.0898 0.0169 0.0979
C -0.723 2.527 7.051 -0.2478 0.1386 0.3134
C -1.096 1.767 4.790 0.0684 0.0473 0.1841
H 1.761 0.524 -3.359 -0.0303 -0.2412 0.0885
H 0.412 -3.699 -5.293 0.0174 0.0752 0.0911
H -1.736 -1.523 -5.491 -0.0155 0.0342 0.1115
C -2.406 2.231 4.869 0.0637 -0.0611 0.0488
C 0.890 -0.332 -1.023 0.0007 -0.0670 0.3801
O -1.737 2.612 2.081 0.0475 -0.0636 0.0146
H -3.064 2.123 4.023 -0.0312 0.0189 -0.0558
C 1.525 -0.550 -3.318 0.5157 0.5001 -0.4540
H 1.792 -1.592 0.452 0.1070 -0.1166 0.0265
O 1.546 -1.029 -2.003 -0.1211 -0.0849 0.2830
C 0.238 0.073 3.628 -0.4431 0.3996 0.2588
C -0.592 1.136 3.563 0.1669 -0.2607 -0.1276
H -1.884 -3.793 -5.113 -0.0777 0.0680 0.0310
H 0.765 1.602 5.846 0.1215 0.0010 -0.0038
O -2.453 3.569 8.276 -0.0610 0.1069 0.1811
C 0.025 0.741 -1.257 0.0122 0.0542 -0.2659
C -0.263 1.928 5.898 -0.2082 0.0418 -0.1628
O 0.792 -0.568 2.588 0.2231 -0.1954 -0.0681
C -2.036 2.984 7.122 0.1064 -0.1703 -0.3275
H 0.529 -0.381 4.566 -0.0021 -0.0166 -0.0288

---

[2]
171
Properties=species:S:1:pos:R:3:forces:R:3 method="wB97M-V/def2-TZVPD" total_charge=0 homo_ev=-9.6 e_lumo_ev=0.30
O 11.798 -24.412 17.451 0.0523 -1.5261 0.1061
H 9.427 -25.287 7.516 0.3903 -0.0712 -0.6299
C 16.242 -17.075 11.650 0.6076 1.9033 -2.1287
C 16.205 -20.241 8.522 -0.2534 1.3051 1.5110
C 11.882 -14.409 9.833 0.2559 -0.1858 0.6592
H 11.046 -13.761 9.783 -1.1647 0.2412 -0.5521
C 14.154 -14.197 14.699 0.1877 0.6398 -0.1324
H 16.405 -19.193 19.320 -0.7996 0.3264 0.4364
H 14.858 -11.239 14.216 0.7726 -0.0873 0.0338
C 10.047 -21.150 12.269 1.5527 0.1258 -0.6888
H 19.671 -15.852 11.256 -0.0837 -0.3921 0.1231
O 15.393 -17.387 6.642 -0.7931 0.0475 -0.1054
O 15.580 -19.343 7.594 -0.0604 0.6378 -0.3484
H 18.369 -16.995 15.705 0.1701 0.0238 -0.0424
C 17.306 -21.530 15.893 -0.8668 2.4969 -0.5621
O 12.654 -17.256 12.080 -0.1239 0.2750 -0.3290
C 15.640 -19.919 19.021 1.6017 0.0499 -2.6097
H 15.019 -17.732 16.790 -1.0100 0.5207 0.3443
C 15.787 -11.505 14.759 0.1309 0.6139 0.2080
O 21.183 -19.566 15.739 0.8670 2.2457 0.2163
H 9.982 -22.187 12.013 -0.3813 -0.6656 -0.4205
H 10.549 -21.158 13.232 0.2967 0.2711 0.0494
C 14.070 -13.684 10.318 -0.3953 -1.1559 -0.1219
H 17.122 -18.685 12.691 -0.9064 -0.0635 -0.2452
H 22.279 -15.347 14.241 -0.3884 -0.2067 -0.8618
C 10.040 -24.673 6.834 -0.8684 0.7306 0.5010
H 13.670 -21.514 13.894 0.8337 1.4364 -0.4553
O 12.302 -18.688 18.227 0.1946 -0.5981 2.1445
H 20.602 -20.150 9.602 -0.6966 1.2282 -0.0658
H 9.089 -20.731 12.410 -1.1148 0.5435 -0.0771
H 14.798 -19.438 18.447 0.7010 -0.6720 1.0829
H 13.246 -24.471 11.569 0.3024 -0.2116 0.3818
H 20.293 -14.625 14.681 -0.2068 0.1362 -1.0341
H 12.308 -20.262 6.713 -0.2676 0.2285 0.2563
H 12.141 -14.264 14.150 -0.6909 0.8173 0.0337
H 16.690 -17.273 10.644 -0.4473 -0.0930 0.7253
H 12.327 -14.607 8.860 -0.0725 0.1119 0.0774
H 14.498 -15.553 6.199 0.1710 -0.2996 -0.2161
H 18.770 -18.757 15.526 0.0429 0.8378 -0.2022
H 15.308 -16.518 11.468 0.1104 -0.4053 0.2046
O 12.508 -22.561 15.992 -0.7957 0.0722 1.2314
C 12.872 -14.953 14.510 -0.0411 -0.1369 0.2439
H 21.721 -15.990 12.624 0.2046 0.2201 0.3164
O 18.276 -14.096 13.409 0.0357 -0.0824 -0.1530
H 17.284 -20.240 8.355 -0.1301 -0.3859 -0.0440
N 20.426 -14.715 13.662 -0.6041 0.5108 1.6859
H 13.934 -26.138 11.267 -0.2012 0.4046 0.2597
C 13.867 -25.092 10.928 0.3090 -0.1169 -0.6652
H 15.410 -20.582 19.825 -0.6669 -0.0599 0.5484
H 16.003 -19.824 9.543 0.4224 -0.5818 -0.8598
H 14.473 -13.822 13.742 0.0851 0.4896 -0.5295
O 10.598 -22.203 6.238 1.2842 -0.7991 1.9519
O 12.758 -13.565 10.642 1.3189 -0.9520 -0.8090
H 13.563 -19.722 13.489 -1.3218 0.7267 -0.2511
H 10.420 -20.054 10.375 -0.9348 0.4686 -1.2009
O 13.860 -13.015 15.566 1.1102 -1.1320 0.3435
H 16.744 -13.038 10.182 -0.3663 -0.4672 -0.8100
H 11.848 -19.070 14.614 1.1388 -0.4911 0.1782
H 11.226 -17.379 14.799 -0.5708 -1.9459 -0.6105
H 14.913 -24.702 10.895 -0.8956 0.0021 0.0373
C 19.071 -17.710 15.286 0.8954 -1.6342 0.8463
C 16.101 -18.301 12.431 1.1386 -0.2933 1.9855
H 15.503 -26.494 7.698 -0.2299 0.9647 0.1698
C 14.212 -20.541 13.632 -0.2897 -1.5299 -0.1032
H 11.085 -24.896 6.823 0.6229 -0.6143 0.2062
C 16.573 -20.457 16.699 -0.0669 -0.2401 1.0229
H 20.806 -20.240 12.899 -0.2594 -0.4668 -0.3754
H 16.955 -16.361 12.084 -0.2012 -0.3079 0.3938
H 8.264 -21.217 14.588 -0.2231 0.4531 0.3944
N 16.432 -20.755 18.042 -0.5613 0.5151 -1.1819
C 11.063 -18.495 15.037 -1.1224 2.6620 -0.3985
H 15.537 -18.120 13.358 0.1862 -0.1016 -0.1055
H 23.686 -19.088 15.289 0.0241 -1.0449 -1.2767
H 17.992 -21.100 15.161 -0.2327 0.1336 0.0226
C 21.356 -18.358 15.956 -1.4714 -1.9131 -0.3144
C 10.920 -20.424 11.216 0.8903 -0.5750 3.1445
H 7.642 -21.481 16.312 0.1761 0.0751 -0.5655
H 12.872 -15.675 13.691 0.6304 -0.3226 0.3283
H 20.277 -14.234 11.130 1.1006 0.8014 -0.8941
O 10.967 -18.492 16.464 0.6174 -0.6022 0.8557
C 20.318 -20.493 11.938 0.4944 -0.3610 1.2771
C 15.310 -15.919 6.823 -1.3889 -2.1487 0.1190
O 16.828 -17.549 8.377 -2.1734 -1.6344 -1.1642
O 13.171 -25.152 7.383 -0.5687 -0.3657 -1.6085
N 20.121 -19.284 9.905 0.7732 -1.4758 0.7053
H 22.373 -14.339 12.830 -0.3270 0.2577 -0.2517
O 16.237 -21.450 12.253 0.3983 -0.1289 -0.2056
H 19.215 -17.612 14.220 -0.0924 0.1304 -0.2880
H 15.752 -24.848 8.524 0.0005 -0.9879 0.1001
C 12.091 -18.165 17.192 -0.9691 -0.5899 -2.8957
H 13.792 -20.982 6.459 0.5454 -0.3319 0.0988
O 14.765 -12.905 11.107 1.3210 0.8610 0.1684
C 15.971 -18.064 7.631 2.1791 1.3830 0.5454
H 11.771 -21.041 10.962 -0.0712 -0.2259 -0.4258
H 12.523 -15.388 15.444 -0.0411 -0.0880 -0.1764
O 10.694 -17.244 10.615 -0.9497 -0.8154 -0.1254
H 19.973 -18.577 7.925 -0.0340 0.1671 0.6392
H 15.033 -14.730 15.066 -0.3805 -0.1904 0.4994
O 16.120 -13.262 16.701 -0.2039 -0.2888 0.2771
H 13.224 -22.620 18.681 0.4891 0.1279 0.2504
H 14.138 -17.251 18.313 -0.2640 0.0671 -0.0307
H 13.681 -18.963 10.494 -0.9878 0.6161 -1.6413
H 16.619 -12.313 11.690 0.2372 1.2613 1.0512
H 11.625 -22.804 19.358 -0.1259 0.4240 0.2083
O 15.365 -19.233 11.650 -0.2583 -0.1686 -0.5604
S 11.830 -17.944 11.114 1.3104 0.1553 2.3451
O 14.042 -21.090 11.131 0.3224 -0.4140 -0.3498
O 20.365 -17.460 15.940 0.5451 0.7694 -0.0217
H 16.445 -21.911 15.406 -0.4828 -0.9928 -1.0648
H 16.229 -15.505 6.569 1.5602 0.8903 -0.2597
N 13.207 -25.034 9.624 1.2564 -0.9426 -0.9045
C 23.673 -18.621 16.224 -0.0119 0.9711 1.5719
O 16.044 -19.492 16.140 0.5921 -0.5215 0.6706
C 8.366 -21.759 15.531 1.8464 1.8388 1.0710
H 24.520 -17.939 16.285 -0.0298 -0.0467 0.1204
C 16.234 -13.103 11.123 -1.7803 0.0680 -0.1067
H 8.226 -22.750 15.259 -0.1651 -2.0816 -0.2389
C 13.755 -25.397 8.405 0.4780 1.1262 2.8521
C 12.832 -21.195 6.909 -0.3737 1.4649 -0.8061
H 16.377 -13.991 11.681 0.5385 -1.0450 0.1486
O 19.607 -18.216 11.883 0.5504 -0.8448 -0.7471
H 18.538 -14.484 11.021 -0.0501 -0.1135 -0.5404
O 11.557 -19.301 11.974 -0.9761 0.8055 -2.1605
H 10.612 -21.722 15.359 0.0506 0.9594 -1.2288
H 16.529 -12.091 14.155 -0.9833 0.0453 0.7830
H 12.904 -21.361 7.961 0.0981 -0.2127 0.6882
S 9.954 -23.037 7.514 3.2375 1.4045 -0.9513
C 20.023 -19.216 11.275 -1.0390 1.7113 -1.3190
O 8.622 -22.557 7.543 -0.7368 -0.0391 0.7553
S 15.147 -12.313 16.259 -0.4225 -0.0115 -2.0036
H 15.691 -21.195 8.442 0.2631 -0.0012 -0.2724
C 12.905 -18.424 9.846 2.2394 -0.1824 0.9140
C 15.196 -25.816 8.526 0.2106 -0.5299 -1.4207
O 12.880 -17.344 16.529 1.8595 0.0565 1.3384
H 19.346 -20.958 12.139 0.2102 -0.1480 0.0869
H 17.800 -22.270 16.417 0.8690 -1.4436 1.3534
O 10.177 -22.735 16.935 0.5436 0.5716 0.3120
C 19.466 -14.813 11.465 -0.9641 -0.0147 0.1370
H 23.704 -19.329 17.069 -0.1576 0.2144 -0.4926
H 11.570 -15.361 10.322 0.6714 1.0120 -0.1149
H 15.028 -15.807 7.840 0.1297 0.7305 0.7905
H 16.766 -21.670 18.299 -0.0209 0.2415 0.2330
H 12.517 -19.008 9.045 -0.5476 -0.6389 -0.3157
H 14.874 -20.215 14.396 0.8746 -0.1385 0.7457
H 16.301 -10.583 15.084 -0.3229 -0.3759 -0.0612
H 12.152 -21.183 18.595 -0.1693 -0.3473 0.0876
H 10.139 -18.969 14.610 0.5440 0.9751 0.6605
S 15.038 -20.694 12.085 -0.7574 -0.6154 0.8961
O 10.897 -22.918 8.658 -2.0454 -0.3456 -1.6856
C 19.316 -14.505 12.903 0.3236 -0.3853 1.1426
H 20.446 -17.386 9.169 1.0305 0.9030 -0.0609
C 14.225 -17.084 17.246 -0.7364 0.1746 -1.7993
H 12.225 -22.139 5.099 0.5891 -0.4174 -0.5425
S 11.747 -23.037 17.144 -0.8732 0.0609 -2.5705
H 20.947 -21.160 11.339 -0.1691 0.0659 0.2300
O 22.518 -17.759 16.294 -0.8467 -0.4835 -0.2667
H 12.322 -24.599 9.536 -0.8384 0.5731 0.0783
H 13.379 -17.516 9.412 -0.4640 -0.3193 0.5202
C 9.834 -21.553 16.069 -1.0497 -2.2757 0.1532
H 14.363 -16.030 16.988 0.2948 -0.2750 0.3358
H 18.837 -17.854 9.086 -0.7476 -0.1422 -0.0212
H 9.977 -20.681 16.664 0.0028 0.7699 0.1997
C 21.748 -15.108 13.287 0.8841 -0.8961 0.3538
H 15.367 -26.423 9.395 0.2094 0.2129 0.6952
C 12.156 -22.274 6.157 -2.5319 0.6710 0.2703
C 12.202 -22.280 18.602 0.2780 1.0081 0.5883
O 14.552 -14.433 9.484 -0.6270 0.5654 0.5124
C 19.832 -18.224 8.963 -0.0333 -0.5993 -0.2022
H 9.680 -24.569 5.806 -0.3061 -0.2732 0.3803
H 12.439 -23.192 6.594 0.3579 -1.3836 -0.3347
O 14.566 -11.368 17.152 0.2325 0.1245 -0.0082

---

[3]
79
Properties=species:S:1:pos:R:3:forces:R:3 method="wB97M-V/def2-TZVPD" total_charge=0 homo_ev=-9.3 e_lumo_ev=-1.31
Cl 3.215 0.948 7.638 0.0352 -0.1786 0.0912
C 0.681 6.063 7.986 0.1257 0.0451 0.2931
O -1.593 1.551 -3.782 -0.0185 -0.0307 0.0006
C -0.516 6.189 8.664 -0.0110 -0.0475 -0.0612
H 0.800 -0.171 3.612 -0.0789 -0.0470 -0.4184
C 2.427 1.295 5.056 -0.1806 -0.6266 0.4231
H -0.962 -1.289 -4.275 0.0623 -0.1178 0.0445
O 1.250 -4.965 -8.036 0.0033 0.0075 0.0269
H 2.548 -8.433 -4.926 0.0045 -0.0046 0.0013
C -0.510 5.604 5.963 -0.2875 0.0132 0.1786
C 2.073 -7.471 -4.793 -0.0224 0.0307 0.0402
C 1.203 -5.437 -5.727 -0.0491 0.0995 0.0691
H 2.834 5.967 6.380 0.1594 0.1144 0.0830
H -4.735 -2.591 -1.417 0.0864 0.0194 0.0560
H 1.142 -1.082 6.137 -0.0308 -0.2316 0.2059
H 1.799 -0.527 0.781 -0.0127 0.0100 0.0090
C 1.918 3.592 4.233 0.1323 0.0224 0.6047
C 1.730 -7.034 -3.518 0.0070 -0.0099 -0.0558
C -1.704 6.012 7.989 -0.5923 0.0847 0.2330
H -1.316 0.211 -6.202 0.0170 0.0064 0.0299
O 3.964 -0.860 4.342 0.1963 -0.0815 0.0798
C -1.822 0.682 -2.963 0.0595 0.1792 -0.1493
C -5.466 -1.526 -3.131 0.0302 0.0426 -0.0214
C 1.066 -0.292 0.020 0.0644 0.0270 -0.0021
C 1.975 5.581 5.847 -0.7901 -0.3346 0.0525
C -0.056 -2.831 -5.437 0.0619 -0.1161 -0.0274
C 1.810 -6.674 -5.895 0.0660 -0.1294 0.0332
H 2.078 -7.007 -6.888 -0.0271 0.0885 -0.0456
C 2.060 2.203 4.027 -0.1509 -0.5161 -0.7339
N 1.798 1.860 2.760 -0.0453 -0.3642 -0.1944
C 2.668 1.843 6.283 0.1138 0.0045 -0.0487
C -4.036 0.208 -3.985 -0.1108 -0.0143 -0.0826
C -5.215 -0.513 -4.051 0.0005 -0.0350 0.0293
C -4.544 -1.807 -2.137 -0.1364 -0.0499 -0.0502
H -2.624 5.590 6.082 -0.3072 0.0266 0.0628
C 0.954 -4.582 -6.923 0.0423 -0.0585 -0.1838
C -0.819 0.328 -1.923 -0.0965 -0.0856 0.0717
H 0.843 -5.463 -2.356 -0.0512 0.0856 -0.0345
H -0.533 6.416 9.715 0.0688 0.0613 0.2432
S 1.420 3.180 1.963 0.0528 0.4815 0.3833
C 2.152 4.116 5.527 0.1854 0.8463 0.4039
H 0.454 -2.719 -8.784 0.0242 -0.0946 0.0289
C 0.172 -3.693 -4.244 -0.0752 0.0575 0.1915
C 0.846 -5.005 -4.447 0.0226 0.0100 -0.1067
O -0.180 -3.333 -3.139 -0.0029 0.0005 -0.0142
H 1.607 6.190 8.522 0.2336 0.0115 0.0238
H -0.373 -1.703 0.754 -0.0730 -0.0452 -0.0482
C 0.336 -3.243 -6.712 0.0022 -0.0207 0.0798
H -5.940 -0.291 -4.823 -0.0030 -0.0029 -0.0052
P 2.609 -0.489 4.710 0.4671 -0.0227 -0.6828
C -1.095 -0.650 -0.964 -0.0365 0.0577 -0.1053
H 1.826 6.110 4.914 0.3672 0.1869 -0.2320
C -0.152 -0.950 0.010 0.1111 0.0148 0.0622
C -0.447 -1.159 -7.616 -0.0030 -0.0379 0.0687
H -6.383 -2.096 -3.191 -0.0092 0.0026 0.0016
C -3.362 -1.084 -2.063 0.0884 0.0653 -0.0566
C 2.521 3.241 6.492 0.0399 0.0336 -0.2046
O 1.543 -0.785 3.552 -0.1289 0.1522 0.4715
C 1.347 0.669 -0.947 -0.0295 -0.0154 0.0755
C -2.385 -1.393 -0.979 -0.0107 -0.1647 0.1165
C 1.115 -5.806 -3.345 0.0382 -0.1119 0.0867
O 2.065 -1.306 5.958 -0.2348 0.2916 0.1219
C 0.142 -2.401 -7.799 -0.0534 0.1280 -0.0649
H -0.506 5.379 4.908 0.0328 -0.0244 -0.2209
H -2.635 6.103 8.528 -0.1228 0.0103 0.0158
C -3.102 -0.078 -2.997 0.0132 -0.0548 0.1208
C 0.407 0.982 -1.913 0.1335 0.0583 0.0444
C -1.712 5.728 6.637 0.3069 -0.1310 -0.3270
C -0.656 -1.594 -5.264 -0.0766 0.2052 -0.0364
H 0.618 1.732 -2.663 -0.0932 -0.0099 -0.0476
O -2.638 -2.226 -0.135 -0.0112 0.0342 0.0009
C -0.853 -0.757 -6.347 0.0013 0.0086 -0.0858
C 0.687 5.764 6.640 0.6017 -0.0182 -0.4453
F 2.780 3.696 7.720 -0.0183 0.1424 0.0762
N 1.561 4.270 3.148 -0.1761 0.0640 -0.5635
H 2.303 1.177 -0.940 0.0193 -0.0137 -0.0128
H -3.833 0.994 -4.700 0.0889 0.0197 0.0357
H 1.943 -7.655 -2.658 -0.0020 -0.0050 0.0037
H -0.590 -0.502 -8.464 -0.0077 0.0009 -0.0069

---

[4]
12
Properties=species:S:1:pos:R:3:forces:R:3 method="wB97M-V/def2-TZVPD" total_charge=0 homo_ev=-9.2 e_lumo_ev=-0.31 relative_energy_kj_mol=264.9
H 1.728 -1.363 -0.441 -0.2294 -0.4077 -0.0951
H -2.906 -0.927 0.067 0.0018 0.3641 0.0470
O -2.949 0.040 0.284 -0.2644 -0.7251 -0.0427
H 2.779 1.133 -0.057 -0.1408 0.0174 -0.0037
S -0.871 -2.006 -0.450 0.0134 0.7342 0.1590
H -1.497 1.376 0.533 0.1017 0.1681 -0.0001
O 2.953 0.202 -0.282 0.2761 0.1045 0.0633
N 1.728 -0.404 -0.163 -0.2927 0.7776 0.1509
C 0.646 0.357 0.020 0.3653 0.2349 -0.1646
C -0.660 -0.392 -0.032 -0.5694 -0.4806 0.1547
N -1.649 0.404 0.317 0.5963 -0.0604 -0.2420
O 0.697 1.578 0.203 0.1420 -0.7271 -0.0266

---

Number 1: gap between HOMO and LUMO 8.38 eV, E_tot -1489.3914 hartree. Number 2: gap between HOMO and LUMO 9.90 eV, E_tot -6083.5342 hartree. Number 3: gap between HOMO and LUMO 8.02 eV, E_tot -3513.3580 hartree. Number 4: gap between HOMO and LUMO 8.92 eV, E_tot -811.9430 hartree.